# 1
Molecular formula: C4H7Cl2N3S
Method: DFT, ωB97M-V with the def2-TZVPD basis set

XYZ file:
```
17
Properties=species:S:1:pos:R:3:lowdin_charge:R:1
C -1.2836 2.0209 0.6463 -0.114
C 0.1931 1.7519 0.1599 -0.227
C 0.3857 0.3272 -0.4903 -1.124
C 0.1222 -2.2625 0.4280 -0.346
N -2.1907 1.1305 0.6196 -0.029
N -0.9133 -0.1262 -0.9502 -0.155
N -1.9305 -0.0468 0.0807 -0.553
S 0.9851 -0.7028 0.9220 0.841
Cl 1.5328 0.3835 -1.8529 0.629
Cl -3.4388 -0.8409 -0.4615 0.600
H -1.2926 2.7553 1.3826 0.083
H 0.4359 2.6233 -0.5387 0.113
H 0.8996 1.8056 1.0736 0.101
H -0.7974 -1.9500 -0.0449 -0.013
H -0.2141 -2.7730 1.3320 0.041
H 0.6886 -2.8909 -0.1832 0.013
H -1.2248 0.2361 -1.8928 0.139
```

For the energy relative to the best compared isomer or geometry (same formula, charge and spin), the calculation gives 0.00 kJ/mol. For the electronic energy, the calculation gives -1639.314880 Eh. As for the SMILES: CS[C@]1(Cl)CC=NN(Cl)N1. The net charge is 0. The calculation puts the HOMO energy at -9.071 eV.

# 2
Molecular formula: C6H8N4O
Method: DFT, ωB97M-V with the def2-TZVPD basis set

XYZ file:
```
19
Properties=species:S:1:pos:R:3:lowdin_charge:R:1
C 0.9767 -1.3346 -0.3391 0.096
C 3.4235 -1.1973 0.0132 0.374
C 0.5268 0.0339 -0.2276 -0.178
C -0.9399 0.3356 -0.4015 -0.296
C -4.1941 -0.8205 0.2312 0.217
C 1.4044 2.3742 0.2363 -0.057
N -1.8509 -0.7654 -0.1354 0.275
N -3.0034 -0.6587 0.1239 0.096
N 2.3124 -1.7146 -0.0540 0.079
N 1.2076 1.0133 0.2865 0.100
O -1.4210 1.3850 -0.6599 0.239
H 0.3259 -2.0790 -0.5351 0.093
H 3.8114 -0.2830 -0.0074 0.078
H -4.7548 -0.7051 1.2341 0.199
H -4.9000 -1.0155 -0.5053 0.132
H 2.1154 2.6013 -0.5852 0.147
H 0.4762 2.9161 0.2636 0.097
H 2.1048 2.6476 1.0275 0.109
H 2.3788 -2.7334 0.0343 0.201
```

For the energy relative to the best compared isomer or geometry (same formula, charge and spin), the calculation gives 588.63 kJ/mol. For the electronic energy, the calculation gives -526.706848 Eh. The net charge is +2. The calculation puts the HOMO energy (alpha / beta) at -17.134 / -16.887 eV.

# 3
Molecular formula: C4H6NS
Method: DFT, ωB97M-V with the def2-TZVPD basis set

XYZ file:
```
12
Properties=species:S:1:pos:R:3:lowdin_charge:R:1
C 0.5101 0.1866 0.1516 -0.376
C 1.5489 1.1605 -0.1769 0.004
C 1.8872 -0.3476 0.1594 0.013
C -2.8394 -0.7696 -0.2198 -0.201
N -0.6332 -0.1496 0.2347 -0.217
S -2.1189 0.6011 0.2419 1.162
H 1.7937 1.6170 -1.0870 0.105
H 1.7922 1.6118 0.7317 0.097
H 2.3165 -0.3272 1.1486 0.116
H 2.2592 -1.0246 -0.5748 0.112
H -3.9767 -0.7067 -0.2215 0.076
H -2.5398 -1.8518 -0.3880 0.110
```

For the energy relative to the best compared isomer or geometry (same formula, charge and spin), the calculation gives 350.91 kJ/mol. For the electronic energy, the calculation gives -608.529627 Eh. The net charge is +1. The calculation puts the HOMO energy (alpha / beta) at -13.937 / -13.937 eV.

# 4
Molecular formula: C4H12S4
Method: DFT, ωB97M-V with the def2-TZVPD basis set

XYZ file:
```
20
Properties=species:S:1:pos:R:3:lowdin_charge:R:1
S 3.4769 0.0262 2.7575 0.304
S 2.1589 -1.2216 1.6372 0.440
C 2.9088 -3.5384 0.2192 -0.179
C 3.3579 -2.4681 1.2067 -0.715
H 4.1380 0.8839 1.9514 -0.201
H 2.6962 -3.1788 -0.8016 0.077
H 1.9754 -3.9328 0.6548 0.064
H 3.6426 -4.3595 0.1573 0.079
H 3.7536 -2.8446 2.1695 0.064
H 4.2077 -2.0486 0.6345 0.068
S -3.9115 1.1980 1.0525 0.303
S -2.2541 2.1945 0.3513 0.398
C -3.4215 2.2543 -2.1326 -0.193
C -2.9106 3.1908 -0.9991 -0.636
H -3.7023 0.0202 0.4268 -0.193
H -2.4754 1.8282 -2.5067 0.065
H -3.8561 2.8919 -2.9208 0.067
H -4.1212 1.4278 -1.9231 0.053
H -2.0012 3.7526 -1.2867 0.065
H -3.6621 3.9240 -0.6480 0.070
```

For the energy relative to the best compared isomer or geometry (same formula, charge and spin), the calculation gives 67.78 kJ/mol. For the electronic energy, the calculation gives -1752.321127 Eh. As for the SMILES: CCSS.CCSS. The net charge is 0. The calculation puts the HOMO energy at -8.918 eV.

# 5
Molecular formula: C15H21IN2OOs
Method: DFT, ωB97M-V with the def2-TZVPD basis set

XYZ file:
```
41
Properties=species:S:1:pos:R:3:mulliken_spin:R:1
C 1.8911 0.4059 3.6369 -0.005
C 1.8421 -1.0791 3.4867 0.004
H 2.8664 0.9402 3.7218 0.000
H 1.0772 0.8584 4.3014 0.000
H 1.5648 0.7352 2.5812 0.000
H 1.3232 -1.1520 2.4918 0.001
H 2.8616 -1.5616 3.3732 0.001
H 1.0720 -1.7339 3.9407 -0.001
C 0.5663 2.5352 -1.2485 0.075
C 0.7951 3.3551 -2.3169 0.000
C 0.7642 2.7671 -3.5765 0.078
C 0.5763 1.4058 -3.8132 0.014
H 0.6769 2.7098 -0.2129 0.002
H 0.9397 4.3837 -2.0998 0.002
H 0.8415 3.4220 -4.4168 0.003
H 0.5075 0.9658 -4.8164 0.001
N 0.1916 1.2664 -1.4955 -0.021
C 0.2927 0.5969 -2.6802 0.076
C 0.1240 -0.8304 -2.6256 0.073
N -0.1171 -1.4142 -1.4077 0.038
C -0.0435 -2.7355 -1.1225 0.078
C 0.1195 -3.0905 -3.4421 0.089
C 0.0115 -3.6117 -2.1728 -0.004
H 0.0193 -2.9167 -0.0891 0.003
H -0.0664 -4.6471 -1.9338 0.002
C 0.2279 -1.7256 -3.7132 0.010
H 0.2835 -1.3202 -4.7315 0.002
H 0.0538 -3.7695 -4.2795 0.003
Os 0.5424 -0.1055 -0.3505 2.349
I 3.0264 -0.3024 -0.4061 0.396
C -1.6452 0.2944 3.3717 0.032
C -1.9322 0.1891 1.9135 -0.001
C -3.1253 1.0453 1.5723 0.088
O -0.8249 0.4750 1.1101 0.613
H -1.0598 1.1742 3.6673 0.001
H -1.1290 -0.5862 3.7472 0.000
H -2.6280 0.3339 3.8370 -0.001
H -2.2203 -0.8212 1.6313 -0.001
H -2.8978 2.1026 1.6727 0.000
H -3.4884 0.6747 0.6069 0.000
H -3.8808 0.7669 2.2875 0.000
```

The expectation value of S² is 6.037. For the energy relative to the best compared isomer or geometry (same formula, charge and spin), the calculation gives 67.75 kJ/mol. For the electronic energy, the calculation gives -1156.444248 Eh. Its multiplicity is 5. The net charge is +2. The calculation puts the HOMO energy (alpha / beta) at -14.355 / -15.712 eV.